C3H3EuLiO4 as an isolated structure in a non-equilibrium geometry, computed with the ωB97M-V functional and the def2-TZVPD basis.

```
12
Properties=species:S:1:pos:R:3
H -0.343 -2.633 2.013
H 1.930 -2.067 2.326
O 2.771 0.676 -1.180
O 2.194 2.424 -2.579
O 1.447 -1.617 1.630
C 2.588 1.564 -1.915
C -0.722 -0.974 0.743
H -0.188 -1.047 2.802
C 0.046 -1.608 1.881
Eu -3.663 -0.604 0.660
Li 1.862 -0.794 -0.026
O -0.031 -0.704 -0.266
```

Values from the calculation:
HOMO (alpha / beta) in Ha: -0.1472 / -0.1376
Electronic energy in eV: -30880.217
⟨S²⟩: 15.762
Multiplicity: 8
Kohn-Sham gap (alpha / beta) in eV: 3.278 / 3.021

C32H32FMoN5O4S2 as an isolated structure in a non-equilibrium geometry, computed with the ωB97M-V functional and the def2-TZVPD basis.

```
77
Properties=species:S:1:pos:R:3
C 3.981 4.960 -0.263
C -1.269 -4.283 -1.158
H -4.504 -1.299 -1.985
H 6.688 5.273 -0.296
H -5.247 -5.277 -1.197
N 0.473 -5.894 -0.663
C -1.942 4.644 1.137
C -2.720 -0.362 -1.255
C -3.488 -1.452 -1.642
C 0.009 -4.601 -0.698
H -1.462 -6.737 -0.613
C -1.283 2.440 1.864
O -0.680 0.441 -0.337
H -3.828 -4.958 -0.198
C 0.802 -3.494 -0.259
N 0.901 3.352 1.760
H 3.223 5.184 -1.025
C -4.579 -4.495 -0.837
O -1.525 4.096 -0.045
H 1.537 -9.165 -2.135
H 1.022 -1.431 0.088
H 4.593 4.121 -0.596
C 2.114 -7.732 -0.741
C 4.776 8.523 0.664
H -2.393 6.629 0.426
N -3.039 -2.694 -1.618
H -2.419 3.432 4.278
S 1.324 3.147 -0.857
C -1.810 1.146 2.408
C -3.333 0.987 -1.320
C 4.078 7.367 0.383
H 6.728 9.411 0.795
C -2.840 5.427 3.591
H 3.167 -7.928 -0.931
H -3.432 -4.440 -2.708
C 6.166 8.509 0.592
H -3.164 7.339 2.687
H 2.250 -6.043 0.526
H 1.636 -7.664 -2.764
H -3.210 5.754 4.554
H -4.745 -3.302 -2.629
O -2.395 1.955 -1.535
C -3.973 -3.781 -2.032
C 1.890 -6.245 -0.484
H -0.566 -7.625 -2.684
C -2.405 4.112 3.437
N 1.328 -8.183 -1.939
C 4.768 6.187 0.042
H -1.197 0.299 2.110
H 2.497 -5.661 -1.177
H 2.993 7.357 0.398
C 0.364 -2.208 -0.274
Mo -0.897 2.410 -0.424
H -1.904 -5.066 -1.532
S 3.097 4.515 1.259
H -0.599 -8.984 -1.548
H 1.797 -8.360 0.090
C 6.164 6.181 -0.027
H -5.169 -3.811 -0.229
C -1.921 3.723 2.195
H 4.262 9.438 0.917
C -0.171 -8.003 -1.744
C -2.359 5.954 1.270
C -2.807 6.329 2.533
C 6.858 7.339 0.245
H 7.938 7.368 0.195
C 1.748 3.644 0.745
C -1.433 -0.568 -0.769
H -0.288 -7.548 0.372
H -1.779 1.218 3.500
C -1.752 -2.970 -1.167
C -0.421 -7.041 -0.587
F 2.026 -3.726 0.221
C -0.933 -1.900 -0.730
H -2.852 1.001 2.123
N 0.023 2.494 1.436
O -4.488 1.222 -1.187
```

Values from the calculation:
HOMO (alpha / beta) in Ha: -0.6333 / -0.6330
Electronic energy in eV: -75548.427
Multiplicity: 1
Net charge: +4
Kohn-Sham gap (alpha / beta) in eV: 3.424 / 3.408

C36H25Cl3FGeN6O2STi as an isolated structure in a non-equilibrium geometry, computed with the ωB97M-V functional and the def2-TZVPD basis.

```
76
Properties=species:S:1:pos:R:3
C 0.733 -5.262 -2.008
N -1.303 1.414 1.032
H -1.863 -5.288 1.217
H 1.601 -1.390 3.130
C 0.616 -2.842 -1.821
C 3.615 0.664 1.263
C -0.066 -0.741 4.307
F 4.040 3.550 3.309
C -1.059 2.699 -0.829
H 2.061 3.062 -0.643
H 2.456 -2.263 -5.117
H 1.707 -0.393 -3.705
C -1.607 -4.320 0.806
H -3.891 0.589 6.478
H 3.857 -0.391 1.253
C -1.617 4.944 -2.339
C 3.676 2.803 2.292
Ti 0.290 -0.043 -0.861
S 0.507 -7.562 -1.582
N 1.115 -6.415 -2.530
C 1.725 -3.751 -3.746
H 1.921 3.238 -3.303
H 2.740 4.458 1.289
H -3.096 5.390 -0.848
N 0.890 -1.579 -2.233
C -3.046 1.238 3.257
H -3.429 1.723 2.369
O 0.570 1.975 -2.354
H 0.301 -1.213 5.212
H -1.705 -0.550 6.427
N -0.686 1.524 -0.103
C -2.085 -0.048 5.544
O 0.799 -0.396 0.845
C 2.578 0.432 -0.961
H -3.068 -3.193 1.905
H 3.012 -0.563 -0.977
C -0.639 4.058 -2.768
Cl -3.589 0.966 -2.106
C -0.292 -2.988 -0.691
C -3.299 0.586 5.573
C 4.008 1.441 2.313
H 2.033 -4.614 -4.324
C 1.535 -1.410 -3.391
C 2.970 3.402 1.241
C -0.052 -5.403 -0.839
C -0.981 0.564 2.011
C -2.322 4.706 -1.166
H 0.771 2.388 -4.384
C -1.800 0.599 3.214
C 0.668 -0.841 3.163
Cl -2.562 -2.148 -2.880
C -2.257 -3.172 1.190
C 2.604 2.622 0.183
Cl -1.172 0.427 -4.523
H -4.747 1.715 4.447
C -1.320 -0.061 4.363
C 1.957 -2.465 -4.180
H 2.103 1.506 -3.632
C -3.781 1.227 4.421
C -1.894 -1.962 0.610
H 4.569 1.042 3.147
C -0.637 -4.240 -0.197
N -0.899 -1.857 -0.264
C -2.037 3.588 -0.407
C 1.387 2.308 -3.493
H -0.108 4.261 -3.686
Ge -1.789 -0.141 -2.510
H -1.824 5.825 -2.931
H 2.609 0.951 -1.910
C -0.376 2.930 -2.011
H -2.454 -1.065 0.834
C 1.045 -3.949 -2.544
N -0.254 -6.662 -0.489
H -2.570 3.388 0.510
C 0.181 -0.254 1.984
C 2.925 1.229 0.148
```

Values from the calculation:
HOMO (alpha / beta) in Ha: -0.4927 / -0.4920
Electronic energy in eV: -181515.486
⟨S²⟩: 0.777
Multiplicity: 2
Net charge: +2
Relative energy (zero: lowest compared OMol25 entry of this formula, charge and spin) in kJ/mol: 103.3
Kohn-Sham gap (alpha / beta) in eV: 6.241 / 5.142

The molecule C5H5N in a non-equilibrium geometry, computed with the ωB97M-V functional and the def2-TZVPD basis.

```
11
Properties=species:S:1:pos:R:3
C 1.830 -0.220 -0.964
H -0.975 -1.338 -0.585
C -0.490 0.384 0.547
H -1.630 0.075 -1.217
N 1.903 -1.136 -1.677
C -1.421 -0.434 -0.289
H -2.405 -0.576 0.274
C 0.423 0.405 1.447
H 0.976 1.854 -0.084
C 1.073 0.661 0.034
H 0.717 0.325 2.514
```

Values from the calculation:
HOMO in Ha: -0.3569
Electronic energy in eV: -6751.511
Multiplicity: 1
Relative energy (zero: lowest compared OMol25 entry of this formula, charge and spin) in kJ/mol: 424.2
Kohn-Sham gap in eV: 10.232

The molecule C4H12N2O in a non-equilibrium geometry, computed with the ωB97M-V functional and the def2-TZVPD basis.

```
19
Properties=species:S:1:pos:R:3
C 0.397 0.479 -1.084
C -0.387 -0.803 -1.121
H -1.393 -3.405 -0.014
C 0.817 2.345 0.508
H 0.782 3.112 -0.296
H -0.010 0.629 0.745
N -0.009 1.339 0.031
H -0.119 -1.405 -2.037
H -0.473 2.781 1.842
H 0.336 1.103 -2.026
H -1.771 -2.018 1.067
H -0.333 -3.006 1.280
H 0.848 -1.768 0.108
H 1.918 2.100 0.537
H 1.432 0.212 -0.947
C -0.977 -2.574 0.604
O 0.481 2.941 1.811
H -1.420 -0.615 -1.090
N -0.120 -1.447 0.082
```

Values from the calculation:
HOMO in Ha: -0.3244
Electronic energy in eV: -9368.559
Multiplicity: 1
Relative energy (zero: lowest compared OMol25 entry of this formula, charge and spin) in kJ/mol: 254.2
Kohn-Sham gap in eV: 9.842

A 2-piece molecular cluster, C18H23O5 overall in a non-equilibrium geometry, computed with the ωB97M-V functional and the def2-TZVPD basis.

```
46
Properties=species:S:1:pos:R:3
H -0.133 1.607 2.908
C -0.333 -4.941 5.728
C 3.739 0.022 -0.037
O -1.563 -0.543 2.791
C 0.791 -1.620 0.764
H -0.184 1.121 0.446
C 2.946 0.126 -1.321
H -3.363 -1.617 5.318
H -0.109 -1.686 0.143
H -4.143 2.183 7.219
C 0.449 0.779 2.502
C 0.729 0.991 1.040
C -3.027 -0.675 5.741
H 4.211 0.977 0.230
H -0.967 -4.961 6.626
C -2.072 1.769 6.736
H 1.487 -2.402 0.445
O 0.048 -3.586 5.447
C -1.611 -0.423 5.730
C -3.444 1.473 6.778
H 0.683 -6.763 6.201
H 1.494 -5.313 6.807
C -0.357 -0.521 2.634
H 1.373 1.860 0.867
H 3.031 1.128 -1.763
C 0.930 -5.727 5.965
O -2.165 -3.291 5.119
C -1.047 -2.790 5.272
H 4.481 -0.785 -0.069
O 1.574 -0.098 -0.962
C -0.692 -1.377 5.285
H -0.902 -5.356 4.887
H -1.701 2.708 7.145
C 1.495 -0.253 0.453
H 1.400 0.685 3.048
C -3.913 0.256 6.264
H 1.569 -5.712 5.078
H 0.374 -1.161 5.375
O 2.795 -0.297 0.996
H -0.108 1.097 6.086
C -1.175 0.865 6.183
H 1.432 -1.711 2.809
H -0.063 -2.637 2.459
C 0.492 -1.724 2.239
H -4.979 0.021 6.281
H 3.238 -0.650 -2.042
```

Values from the calculation:
HOMO in Ha: -0.0801
Electronic energy in eV: -29276.739
Multiplicity: 1
Net charge: -1
Kohn-Sham gap in eV: 4.704

C12H36BaNO9 as an isolated structure in a non-equilibrium geometry, computed with the ωB97M-V functional and the def2-TZVPD basis.

```
59
Properties=species:S:1:pos:R:3
H 1.828 0.216 -2.631
C 0.611 1.687 6.568
H 0.677 -0.745 -4.048
H 0.148 1.598 7.551
H 1.090 -0.060 -6.589
O -0.295 0.371 0.171
C 1.154 -3.505 1.969
H 0.909 -5.603 2.630
O -2.247 -1.178 -0.527
N 0.911 0.130 0.138
H 0.557 2.742 -2.584
H 1.699 1.736 6.612
O 1.077 0.371 4.548
H -0.803 3.791 -2.146
H 0.720 3.930 -4.188
O 1.398 -0.096 -0.950
C 0.276 0.502 5.687
H 2.587 0.655 -6.264
C -2.005 -1.799 -1.826
H -0.782 0.502 5.428
O 2.292 0.343 -3.462
O 1.450 0.006 1.185
Ba 4.090 -1.291 1.227
H -1.561 -1.189 -2.613
H -0.313 -3.180 -2.335
H 0.667 -2.813 1.282
O -0.217 3.937 -3.980
H -1.228 1.158 -2.528
H -2.918 -2.345 -2.063
H -3.470 2.870 1.349
C 0.501 -4.872 1.931
H 0.542 0.711 3.827
H -1.347 -3.765 -0.937
H -2.476 2.217 -3.068
H -2.293 2.710 0.191
H -0.158 -2.589 -0.739
H 0.136 2.488 6.000
H -2.491 4.317 0.986
H 1.320 -3.059 2.950
C -1.361 2.771 2.153
H -0.540 -4.648 2.163
H 0.454 -0.310 6.391
C -0.907 -2.916 -1.460
H -1.113 0.857 1.574
C 1.636 0.429 -5.782
C -1.422 1.981 -3.216
C -2.467 3.237 1.129
H -0.328 2.846 1.814
H -1.563 -0.530 -0.345
H 0.490 -5.444 1.003
O 2.415 -3.696 1.389
O -1.489 1.318 2.327
H -1.298 3.322 3.092
C -0.423 3.101 -2.899
H 1.153 1.373 -5.529
H -1.264 1.553 -4.206
H 2.122 -1.387 -4.593
C 1.636 -0.421 -4.451
H 2.233 -4.336 0.697
```

Values from the calculation:
HOMO (alpha / beta) in Ha: -0.1961 / -0.3442
Electronic energy in eV: -33631.529
⟨S²⟩: 0.750
Multiplicity: 2
Kohn-Sham gap (alpha / beta) in eV: 4.907 / 8.735

The molecule C3H9NO3 in a non-equilibrium geometry, computed with the ωB97M-V functional and the def2-TZVPD basis.

```
16
Properties=species:S:1:pos:R:3
C 0.611 0.848 -1.095
H -0.902 -0.275 1.875
H 0.341 1.574 0.904
H -0.342 0.894 -1.629
O -2.001 0.303 0.257
H 1.122 1.804 -1.253
H 1.428 -1.005 0.810
C -0.815 -0.240 0.783
C 0.436 0.599 0.411
N -0.711 -1.609 0.315
H -0.657 -1.579 -0.706
H -2.161 1.143 0.722
O 1.619 -0.046 0.916
H -1.614 -2.046 0.502
O 1.427 -0.161 -1.690
H 2.222 -0.205 -1.122
```

Values from the calculation:
HOMO in Ha: -0.3712
Electronic energy in eV: -10889.139
Multiplicity: 1
Relative energy (zero: lowest compared OMol25 entry of this formula, charge and spin) in kJ/mol: 139.2
Kohn-Sham gap in eV: 10.761